(1)
This record from the OMol25 dataset describes C19H20CsF3N6O10 as an isolated structure. The level of theory is ωB97M-V/def2-TZVPD.

XYZ file:
```
59
Properties=species:S:1:pos:R:3
Cs 1.424 -0.509 -0.705
O 1.989 3.073 -1.204
C 0.966 2.466 -1.557
O 0.123 1.888 -0.811
C 0.656 2.427 -3.059
C 0.498 3.618 -3.694
C 0.087 3.684 -5.046
C -0.148 2.524 -5.756
C 0.069 1.306 -5.150
C 0.494 1.153 -3.765
O 0.688 0.055 -3.215
N -0.165 0.143 -5.986
O -0.993 0.243 -6.894
O 0.486 -0.865 -5.797
N -0.097 4.945 -5.687
O -0.433 4.973 -6.872
O 0.119 5.971 -5.046
H 0.679 4.535 -3.151
H -0.480 2.565 -6.781
N -2.730 0.608 -0.873
C -2.200 -0.709 -1.249
C -1.740 -1.472 -0.012
N -1.023 -2.685 -0.380
H -3.167 1.024 -1.688
H -1.921 1.207 -0.692
H -1.371 -0.634 -1.962
H -2.991 -1.291 -1.736
H -2.610 -1.632 0.642
H -1.062 -0.840 0.568
H -1.635 -3.440 -0.655
H -0.402 -3.040 0.344
C 3.717 0.562 3.778
C 2.570 0.907 2.854
O 2.558 0.586 1.688
N 1.544 1.601 3.428
C 0.334 1.925 2.691
C -0.883 1.338 3.359
C -1.815 2.130 4.021
C -2.919 1.527 4.602
C -3.056 0.153 4.504
C -2.072 -0.557 3.827
N -1.011 0.013 3.273
H 4.564 0.255 3.172
H 3.422 -0.274 4.415
H 3.996 1.405 4.413
H 1.591 1.810 4.409
H 0.419 1.480 1.702
H 0.229 3.003 2.559
H -1.680 3.204 4.054
H -3.665 2.122 5.114
H -3.908 -0.362 4.929
H -2.144 -1.634 3.715
F 3.699 -5.669 0.951
C 3.205 -4.818 0.014
F 4.272 -4.236 -0.562
F 2.635 -5.592 -0.935
C 2.184 -3.809 0.648
O 1.176 -4.368 1.106
O 2.512 -2.614 0.609
```

As for the energy: -2136.74108 a.u. The energy above the lowest of the compared OMol25 structures with the same formula, charge and spin comes out at 38.2 kcal/mol. As for the total charge: -2.



(2)
This record from the OMol25 dataset describes a 4-piece molecular cluster, C4H16O3 overall at a distorted geometry. The level of theory is ωB97M-V/def2-TZVPD.

XYZ file:
```
23
Properties=species:S:1:pos:R:3
C -2.138 -0.785 -1.590
C -1.764 0.739 -0.972
C -0.309 0.566 -0.335
C -0.095 1.096 1.208
H -2.528 -1.646 -0.961
H -2.975 -0.548 -2.264
H -1.394 -1.191 -2.337
H -1.759 1.432 -1.717
H -2.614 0.900 -0.181
H 0.492 1.167 -0.919
H -0.091 -0.588 -0.427
H 0.911 0.594 1.519
H 0.049 2.062 1.127
H -0.841 0.767 2.014
O -0.890 -4.613 0.243
H -0.714 -4.084 -0.643
H -1.615 -5.239 0.065
O 2.490 2.791 0.413
H 2.812 3.144 1.290
H 1.746 2.263 0.693
O 3.866 0.469 0.944
H 4.382 0.034 1.609
H 2.978 0.671 1.222
```

As for the energy: -387.61510 a.u. The energy above the lowest of the compared OMol25 structures with the same formula, charge and spin comes out at 67.6 kcal/mol. The SMILES is CCCC.O.O.O.



(3)
This record from the OMol25 dataset describes a 10-piece molecular cluster, C36H57Br4NO21 overall at a distorted geometry. The level of theory is ωB97M-V/def2-TZVPD.

XYZ file:
```
119
Properties=species:S:1:pos:R:3
C -17.585 -4.607 20.436
C -16.907 -4.424 19.073
C -16.307 -2.993 18.858
O -15.033 -3.303 18.277
C -14.676 -4.606 18.554
O -13.615 -5.027 18.217
O -15.753 -5.233 19.086
H -18.544 -4.079 20.490
H -16.931 -4.173 21.173
H -17.848 -5.665 20.519
H -17.596 -4.712 18.304
H -16.219 -2.491 19.855
H -16.973 -2.444 18.188
C -14.751 0.821 20.177
C -13.614 1.764 20.129
C -12.412 1.247 19.332
O -12.372 2.048 18.082
C -13.264 3.026 18.177
O -13.441 3.883 17.397
O -13.940 2.923 19.312
H -15.469 1.058 20.958
H -14.289 -0.137 20.284
H -15.275 0.806 19.235
H -13.385 2.252 21.040
H -12.553 0.171 19.045
H -11.488 1.323 19.828
C -13.285 -0.546 24.046
C -11.955 0.054 23.947
C -10.826 -0.690 24.705
O -9.664 -0.417 23.870
C -10.071 -0.102 22.614
O -9.403 0.118 21.676
O -11.471 -0.053 22.558
H -13.948 -0.029 23.304
H -13.674 -0.345 25.039
H -13.238 -1.639 23.773
H -11.992 1.115 24.166
H -11.099 -1.765 24.707
H -10.502 -0.336 25.662
C -13.474 -7.004 22.488
C -12.889 -6.676 23.847
C -11.383 -6.777 23.903
O -10.978 -5.664 24.810
C -11.990 -4.764 24.815
O -12.026 -3.718 25.399
O -13.100 -5.330 24.223
H -13.501 -8.073 22.324
H -12.912 -6.616 21.649
H -14.532 -6.643 22.386
H -13.357 -7.403 24.523
H -10.948 -6.508 22.909
H -10.907 -7.672 24.331
C -5.019 -3.168 20.432
C -5.144 -2.675 21.900
C -6.434 -2.896 22.653
O -5.990 -3.531 23.906
C -4.680 -3.764 23.902
O -4.077 -4.296 24.727
O -4.189 -3.351 22.679
H -5.125 -4.214 20.398
H -4.154 -2.778 19.955
H -5.835 -2.734 19.882
H -4.872 -1.618 21.889
H -7.066 -3.666 22.136
H -7.041 -2.051 22.883
C -12.395 -7.809 18.665
C -11.637 -7.114 17.537
C -10.705 -5.960 17.804
O -9.607 -6.199 16.812
C -9.614 -7.523 16.504
O -8.790 -8.095 15.877
O -10.708 -8.089 17.034
H -12.866 -8.702 18.265
H -13.099 -7.087 18.972
H -11.736 -8.153 19.447
H -12.315 -6.825 16.736
H -10.241 -5.998 18.804
H -11.209 -4.984 17.707
C -4.088 -8.161 17.612
C -5.569 -7.693 17.419
C -6.642 -8.655 17.768
O -7.589 -7.871 18.534
C -6.993 -6.810 19.008
O -7.455 -6.049 19.841
O -5.787 -6.705 18.520
H -3.879 -8.949 16.867
H -3.949 -8.515 18.645
H -3.423 -7.363 17.376
H -5.837 -7.231 16.499
H -6.377 -9.464 18.455
H -7.073 -9.051 16.830
Br -5.907 -0.077 15.295
C -6.897 -1.788 15.396
C -6.193 -2.545 16.454
Br -7.213 -4.194 16.610
H -6.871 -2.293 14.453
H -7.920 -1.644 15.801
H -6.263 -1.966 17.418
H -5.202 -2.858 16.170
Br -12.991 -3.631 21.432
C -11.669 -2.639 20.463
C -10.290 -3.148 20.696
Br -9.877 -3.400 22.656
H -11.789 -1.627 20.824
H -11.933 -2.702 19.368
H -9.584 -2.423 20.276
H -10.163 -4.115 20.174
C -6.502 0.314 19.514
C -7.027 1.507 18.743
C -8.567 1.703 18.801
C -9.347 0.503 18.409
N -10.047 -0.382 18.213
H -5.468 0.018 19.259
H -7.186 -0.598 19.516
H -6.483 0.566 20.592
H -6.721 1.409 17.754
H -6.618 2.443 19.079
H -8.934 2.555 18.188
H -9.019 1.924 19.810
```

As for the energy: -13336.88809 a.u. The SMILES is C[C@H]1COC(=O)O1.C[C@H]1COC(=O)O1.C[C@H]1COC(=O)O1.C[C@H]1COC(=O)O1.C[C@H]1COC(=O)O1.C[C@H]1COC(=O)O1.C[C@H]1COC(=O)O1.BrCCBr.BrCCBr.CCCC#N.



(4)
This record from the OMol25 dataset describes C14H39IN3O4 as an isolated structure at a distorted geometry. The level of theory is ωB97M-V/def2-TZVPD.

XYZ file:
```
61
Properties=species:S:1:pos:R:3
I -0.576 -0.315 -1.500
C -2.175 2.910 -3.773
C -2.270 2.123 -2.485
O -2.286 0.805 -2.881
H -1.640 2.477 -4.617
H -1.679 3.835 -3.480
H -3.180 3.219 -4.061
H -3.084 2.415 -1.822
H -1.404 2.287 -1.844
H -1.887 0.245 -2.211
C 1.609 -2.496 -0.387
C 0.358 -3.381 -0.248
C -0.367 -3.250 1.118
O -1.528 -4.074 1.167
C -2.146 -4.125 2.441
N -0.672 -3.001 -1.240
H 2.187 -2.701 -1.287
H 2.360 -2.716 0.372
H 1.359 -1.446 -0.230
H 0.632 -4.432 -0.336
H -0.603 -2.251 1.483
H 0.391 -3.685 1.770
H -3.111 -4.591 2.240
H -2.251 -3.151 2.919
H -1.500 -4.679 3.123
H -0.676 -1.992 -1.202
H -0.167 -3.086 -2.111
C 2.327 0.407 2.516
C 1.494 -0.316 1.404
C -0.026 -0.317 1.697
O -0.323 -1.073 2.884
C -1.720 -1.153 3.166
N 1.844 0.230 0.124
H 2.210 -0.185 3.424
H 2.065 1.464 2.566
H 3.385 0.372 2.258
H 1.864 -1.341 1.358
H -0.448 -0.813 0.823
H -0.443 0.689 1.751
H -2.200 -1.644 2.319
H -2.147 -0.172 3.373
H -1.930 -1.834 3.990
H 1.152 -0.025 -0.566
H 1.628 1.212 0.218
C 0.832 2.630 -3.099
C 1.543 2.336 -1.744
C 0.523 2.580 -0.546
O 1.139 2.212 0.718
C 0.469 2.647 1.890
N 2.064 0.996 -1.813
H 0.336 1.735 -3.474
H 1.523 2.814 -3.921
H 0.125 3.454 -3.196
H 2.368 3.028 -1.577
H -0.322 1.917 -0.731
H 0.267 3.637 -0.615
H 1.095 2.469 2.764
H -0.523 2.210 2.010
H 0.503 3.735 1.930
H 2.387 0.739 -0.891
H 1.247 0.414 -1.927
```

As for the energy: -1319.22200 a.u. The energy above the lowest of the compared OMol25 structures with the same formula, charge and spin comes out at 353.1 kcal/mol. As for the total charge: -1.



(5)
This record from the OMol25 dataset describes a 5-piece molecular cluster, C32H37B3F4O8P overall at a distorted geometry. The level of theory is ωB97M-V/def2-TZVPD.

XYZ file:
```
85
Properties=species:S:1:pos:R:3
C 2.361 -3.151 -0.182
C 1.413 -2.625 0.360
C 0.058 -2.217 0.906
B -0.168 -3.180 2.166
O -0.048 -2.794 3.514
C -0.549 -4.705 1.853
C -2.055 -4.904 2.236
O -1.052 -2.335 0.028
B -0.846 -1.205 -0.929
C -2.161 -0.254 -1.278
C -0.397 -1.908 -2.359
B -1.591 -2.650 -3.090
O -1.517 -2.759 -4.493
O -2.717 -3.186 -2.428
O 0.152 -0.264 -0.314
C 0.080 -0.655 1.071
P 1.380 0.178 2.082
O 0.721 1.173 2.991
O 2.460 0.984 1.154
O 2.220 -0.863 3.020
H 3.308 -3.610 -0.412
H -0.879 -2.415 3.830
H -0.373 -4.921 0.784
H 0.130 -5.367 2.424
H -2.581 -3.954 2.029
H -2.101 -5.115 3.317
H -2.515 -5.714 1.646
H -3.148 -0.751 -1.165
H -2.119 0.167 -2.305
H -2.133 0.636 -0.609
H 0.081 -1.173 -3.042
H 0.372 -2.704 -2.194
H -2.373 -3.060 -4.830
H -3.473 -2.589 -2.452
H -0.888 -0.217 1.387
H 2.702 1.772 1.675
H 2.243 -0.442 3.893
F -3.809 -1.674 2.660
C -4.681 -1.997 3.626
C -4.998 -3.328 3.830
C -5.895 -3.661 4.836
C -6.470 -2.664 5.615
C -6.142 -1.332 5.393
C -5.238 -0.993 4.395
H -4.545 -4.088 3.208
H -6.146 -4.699 5.011
H -7.172 -2.926 6.397
H -6.591 -0.554 5.998
H -4.963 0.037 4.212
F -0.229 -9.309 -1.825
C 0.046 -8.094 -2.352
C 1.268 -7.888 -2.962
C 1.546 -6.640 -3.506
C 0.607 -5.619 -3.427
C -0.614 -5.845 -2.807
C -0.902 -7.092 -2.268
H 1.989 -8.694 -3.006
H 2.498 -6.465 -3.992
H 0.826 -4.645 -3.848
H -1.345 -5.050 -2.740
H -1.851 -7.288 -1.786
F 2.941 3.603 2.622
C 3.215 4.529 1.681
C 2.240 4.849 0.757
C 2.521 5.804 -0.210
C 3.768 6.418 -0.245
C 4.736 6.078 0.691
C 4.460 5.130 1.666
H 1.279 4.351 0.797
H 1.765 6.069 -0.939
H 3.984 7.158 -1.001
H 5.709 6.552 0.661
H 5.198 4.856 2.409
F 4.987 8.600 -2.253
C 4.035 9.392 -2.785
C 2.790 9.451 -2.187
C 1.817 10.273 -2.738
C 2.095 11.014 -3.879
C 3.350 10.938 -4.469
C 4.331 10.125 -3.918
H 2.587 8.861 -1.302
H 0.840 10.334 -2.276
H 1.332 11.651 -4.309
H 3.566 11.512 -5.361
H 5.317 10.058 -4.358
```

As for the energy: -2659.13257 a.u. As for the total charge: -1.



(6)
This record from the OMol25 dataset describes a 12-piece molecular cluster, C37H76BrCl22N3O9P2S overall at a distorted geometry. The level of theory is ωB97M-V/def2-TZVPD.

XYZ file:
```
151
Properties=species:S:1:pos:R:3
C 2.296 -0.931 4.902
C 3.418 -0.069 4.018
O 3.156 -0.379 2.605
P 3.878 0.778 1.522
O 4.209 2.183 2.163
C 2.758 0.849 -0.035
C 1.736 2.121 -0.099
N 0.267 1.794 0.048
C -0.344 0.579 -0.681
S -0.486 -0.945 0.425
C 0.402 -2.421 -0.317
C -0.422 -2.955 -1.662
C -0.593 2.602 0.805
N -0.175 3.856 1.536
P 0.691 3.538 3.058
O 0.908 1.835 3.361
Br -0.696 4.387 4.708
N -2.056 2.223 0.841
C -2.553 1.868 2.221
O -2.889 0.426 2.254
C -2.820 -0.124 3.616
O -1.814 -1.200 3.621
C -2.141 -2.267 4.582
C -0.894 -2.277 5.691
O -0.714 -0.864 6.122
C -2.802 3.398 0.247
O -3.146 3.406 -1.067
O -3.179 4.630 0.999
O 5.433 0.137 0.948
C 6.030 -0.751 1.956
C 7.560 -1.132 1.429
H 1.378 -1.097 4.178
H 2.753 -1.986 5.121
H 1.994 -0.347 5.886
H 4.504 -0.408 4.375
H 3.254 1.051 4.314
H 3.503 0.958 -0.961
H 2.269 -0.207 -0.143
H 1.856 2.594 -1.189
H 2.142 2.936 0.640
H -1.318 0.840 -1.274
H 0.464 0.287 -1.512
H 0.492 -3.326 0.447
H 1.489 -2.173 -0.686
H 0.375 -3.239 -2.503
H -1.017 -3.906 -1.311
H -1.109 -2.060 -1.989
H 0.448 4.398 0.871
H 0.083 1.299 3.177
H -3.596 2.436 2.350
H -1.884 2.232 3.109
H -2.544 0.645 4.452
H -3.918 -0.515 3.868
H -3.194 -2.174 5.086
H -2.136 -3.287 3.966
H 0.058 -2.639 5.112
H -1.187 -2.956 6.608
H -0.010 -0.914 6.858
H 6.177 -0.145 2.962
H 5.461 -1.761 2.130
H 7.491 -2.028 0.643
H 8.057 -0.203 0.868
H 8.248 -1.474 2.336
Cl -8.919 -0.879 2.589
C -7.818 0.521 2.636
C -6.357 0.102 2.678
Cl -5.922 -0.669 4.223
H -8.086 1.135 3.501
H -8.012 1.106 1.732
H -5.715 0.981 2.571
H -6.115 -0.596 1.870
Cl 0.986 -5.505 -3.593
C 0.932 -5.126 -5.332
C -0.483 -4.857 -5.819
Cl -1.490 -6.326 -5.804
H 1.394 -5.957 -5.875
H 1.552 -4.237 -5.482
H -0.460 -4.500 -6.852
H -0.981 -4.098 -5.208
Cl 5.486 3.848 -0.783
C 5.432 4.227 -2.522
C 4.017 4.496 -3.009
Cl 3.010 3.027 -2.994
H 5.894 3.397 -3.065
H 6.052 5.116 -2.671
H 4.040 4.853 -4.042
H 3.519 5.256 -2.398
Cl 0.181 6.800 0.202
C 0.109 7.964 1.549
C 1.418 8.033 2.319
Cl 1.741 6.539 3.234
H -0.726 7.680 2.198
H -0.118 8.941 1.112
H 1.377 8.848 3.048
H 2.267 8.214 1.654
Cl -2.335 -11.997 -5.081
C -2.544 -10.436 -5.913
C -3.563 -9.546 -5.219
Cl -5.220 -10.182 -5.362
H -2.827 -10.640 -6.951
H -1.565 -9.947 -5.919
H -3.564 -8.553 -5.680
H -3.334 -9.427 -4.156
Cl -10.059 4.130 1.900
C -9.495 4.132 0.211
C -9.964 2.904 -0.553
Cl -9.178 1.412 0.022
H -8.403 4.209 0.218
H -9.895 5.036 -0.256
H -9.712 3.006 -1.613
H -11.047 2.770 -0.473
Cl 5.852 -2.997 -2.861
C 6.953 -1.597 -2.815
C 8.414 -2.016 -2.773
Cl 8.849 -2.787 -1.228
H 6.685 -0.983 -1.949
H 6.759 -1.012 -3.719
H 9.056 -1.137 -2.880
H 8.656 -2.713 -3.581
Cl -13.348 -2.182 5.972
C -12.247 -0.783 6.019
C -10.786 -1.202 6.061
Cl -10.351 -1.973 7.606
H -12.515 -0.168 6.884
H -12.441 -0.198 5.115
H -10.144 -0.322 5.954
H -10.544 -1.899 5.253
Cl 9.158 8.609 -1.764
C 9.378 6.850 -1.591
C 9.297 6.126 -2.925
Cl 7.652 6.155 -3.608
H 8.625 6.482 -0.887
H 10.364 6.697 -1.144
H 9.567 5.074 -2.795
H 9.978 6.564 -3.662
Cl 0.512 9.755 -1.393
C 1.077 9.756 -3.083
C 0.607 8.528 -3.846
Cl 1.394 7.037 -3.272
H 2.169 9.833 -3.076
H 0.676 10.661 -3.549
H 0.859 8.630 -4.906
H -0.476 8.394 -3.766
Cl 1.314 -12.207 -3.824
C 0.572 -13.771 -4.245
C 1.601 -14.789 -4.710
Cl 2.306 -14.361 -6.288
H -0.190 -13.591 -5.009
H 0.069 -14.135 -3.344
H 1.127 -15.768 -4.830
H 2.418 -14.893 -3.989
```

As for the energy: -16075.63427 a.u. The energy above the lowest of the compared OMol25 structures with the same formula, charge and spin comes out at 127.5 kcal/mol.



For each record above, in turn, the calculated E_HOMO values are -2.55 -10.86 -9.98 -3.67 -4.53 -7.38 eV.